Record 1
20
Properties=species:S:1:pos:R:3 method="wB97M-V/def2-TZVPD" spin_multiplicity=3 s_squared=2.045 homo_lumo_gap_ev="6.629 / 7.352" homo_ha="-0.212 / -0.296"
C 1.867 1.534 1.325
C 0.665 1.589 2.041
C 1.975 0.733 0.229
C -0.413 0.837 1.637
C 0.867 -0.058 -0.228
C -0.367 0.009 0.508
C 1.090 -0.752 -1.357
C -3.021 -1.437 -1.623
C -1.764 -1.566 -0.882
N 1.515 -1.486 -2.216
N -1.487 -0.664 0.178
O -2.839 -2.428 -0.633
H 2.710 2.130 1.640
H 0.582 2.222 2.909
H 2.897 0.670 -0.329
H -1.336 0.875 2.199
H -3.095 -1.822 -2.639
H -0.868 -2.040 -1.281
H 1.505 -1.317 -3.215
H -2.293 -0.483 0.764

=====

Record 2
22
Properties=species:S:1:pos:R:3 method="wB97M-V/def2-TZVPD" spin_multiplicity=3 s_squared=2.057 charge=-1 homo_lumo_gap_ev="6.597 / 6.048" homo_ha="-0.110 / -0.138"
C -2.209 1.049 -2.227
C -1.881 2.390 -1.838
C -1.662 -0.112 -1.725
C -0.931 2.447 -0.842
C -0.696 -0.057 -0.693
C -0.511 1.239 -0.101
C 1.053 -0.959 0.728
C -0.068 -1.176 -0.151
C 2.379 -1.615 2.586
N 0.417 1.255 0.888
N 1.182 -1.605 1.819
O 0.807 2.347 1.412
O 0.449 -3.681 -0.169
P -0.659 -2.722 -0.483
H -2.945 1.086 -2.955
H -2.056 3.201 -2.486
H -1.963 -1.086 -2.117
H -0.497 3.466 -0.544
H 1.870 -0.360 0.310
H 2.243 -2.537 3.233
H 3.264 -1.767 2.014
H 2.413 -0.804 3.339